# 1
Molecular formula: C9H18Cl2GdS
Method: DFT, wB97M-V/def2-TZVPD

The value obtained for the LUMO energy (spin up / spin down) is 2.82 / 2.75 eV. The calculation puts the gap between HOMO and LUMO (spin up / spin down) at 5.3 / 6.3 eV. As for the energy relative to the best compared isomer or geometry (same formula, charge and spin): 0.0 kcal per mole.

ORCA input file:
```
! wB97M-V def2-TZVPD RIJCOSX def2/J DEFGRID3
* xyz -1 8
Gd -2.1836 1.3106 0.5961
Cl -1.8613 1.0831 -2.0035
Cl -0.1923 1.8139 2.1104
C -4.0427 2.4270 0.9186
H -4.3006 2.8536 1.9577
H -5.0318 1.9818 0.6014
C 0.6262 -1.3282 1.2388
C -0.6157 -1.0762 0.9271
H 1.1541 -0.6665 1.9747
C -1.3509 -1.6849 -0.2529
H -1.2162 -0.6008 1.7106
C -0.8941 -3.1316 -0.4591
H -2.4621 -1.6505 -0.2615
H -1.0163 -1.1309 -1.1461
C 0.6136 -3.2223 -0.5245
H -1.2754 -3.8112 0.3031
H -1.2954 -3.4791 -1.4156
C 1.3869 -2.4304 0.5703
H 0.9602 -4.2705 -0.5525
H 0.9373 -2.8077 -1.4880
H 1.7265 -3.1206 1.3452
H 2.2300 -1.9604 0.0524
C 1.2511 3.6560 -1.3560
S 1.2638 1.8997 -1.0440
C 2.7393 1.8472 -0.0235
H 0.2165 4.0137 -1.3457
H 1.6872 3.8139 -2.3510
H 1.8316 4.1810 -0.5947
H 3.5731 1.5761 -0.6835
H 2.9160 2.8224 0.4359
H 2.6249 1.0917 0.7596
*
```

Here are the Mulliken charges for atoms 1 to 5, given in e: 0.669 -0.630 -0.581 -0.940 0.152

***

# 2
Molecular formula: C9H18CrF10N2O17PS4
Method: DFT, wB97M-V/def2-TZVPD

The value obtained for the LUMO energy (spin up / spin down) is -2.20 / -1.52 eV. The calculation puts the gap between HOMO and LUMO (spin up / spin down) at 8.8 / 9.6 eV.

ORCA input file:
```
! wB97M-V def2-TZVPD RIJCOSX def2/J DEFGRID3
* xyz 0 4
Cr 24.7111 26.9483 15.2531
P 21.8284 26.7711 12.9204
F 20.9245 27.8481 13.6869
F 21.3111 25.5985 13.8806
F 20.6101 26.5300 11.9041
F 22.7615 25.7386 12.1092
F 22.4171 27.9589 12.0061
F 23.0948 27.0081 13.9971
N 24.5555 28.8969 15.4900
S 23.7209 29.9261 16.4288
O 23.5568 31.2317 15.9314
O 23.9676 29.6872 17.8032
F 22.2772 29.3049 16.2168
S 25.8518 29.9654 15.1509
O 26.4124 30.7108 16.2023
O 25.6508 30.5662 13.8884
F 26.8694 28.8083 14.8008
N 26.2039 26.3804 16.3598
S 26.6214 26.4807 17.9448
O 27.9232 26.9520 18.2310
O 26.0323 25.4844 18.7584
F 25.6872 27.7362 18.1889
S 27.4635 25.3785 15.8553
O 27.7492 24.2938 16.7140
O 28.5261 26.1118 15.2950
F 26.7396 24.8019 14.5867
C 26.1522 24.7829 10.8250
O 25.7181 25.3069 12.0703
C 25.6996 26.5974 12.2900
O 25.6005 27.0354 13.4345
O 26.0477 27.2853 11.2595
C 26.1166 28.7235 11.3992
H 27.2191 24.9557 10.7013
H 25.5198 25.1140 10.0031
H 26.0439 23.6981 10.7643
H 26.6598 28.9532 12.3137
H 25.0997 29.0965 11.4166
H 26.7789 29.1568 10.6563
C 20.0291 26.2820 17.4893
O 21.3020 26.2590 16.8700
C 22.3724 26.6558 17.5046
O 23.4551 26.6439 16.9470
O 22.1319 27.0733 18.7182
C 23.1449 27.0455 19.7304
H 19.2805 25.9629 16.7697
H 19.7652 27.2560 17.8944
H 19.9242 25.5634 18.3081
H 23.9926 26.4495 19.3992
H 22.8330 26.6217 20.6827
H 23.4536 28.0738 19.9062
C 23.3675 22.9225 13.2302
O 23.4430 22.8990 14.6640
C 23.8962 23.9240 15.3212
O 24.2028 24.9980 14.8310
O 23.9289 23.7905 16.6212
C 23.6852 22.5394 17.2647
H 24.0398 23.6804 12.8294
H 22.3796 23.2804 12.9492
H 23.6032 21.9667 12.7790
H 22.9671 22.6238 18.0821
H 24.5948 22.3560 17.8458
H 23.4465 21.7013 16.6255
*
```

Here are the natural (NBO) charges for atoms 1 to 5, given in e: 1.527 2.612 -0.568 -0.580 -0.576

***

# 3
Molecular formula: C9H18CsNO
Method: DFT, wB97M-V/def2-TZVPD

The value obtained for the LUMO energy is -0.74 eV. The calculation puts the gap between HOMO and LUMO at 4.1 eV. As for the energy relative to the best compared isomer or geometry (same formula, charge and spin): 15.3 kcal per mole.

ORCA input file:
```
! wB97M-V def2-TZVPD RIJCOSX def2/J DEFGRID3
* xyz 0 1
Cs 3.8096 0.0843 -1.4601
C 0.3512 1.4733 -1.5849
C -0.2188 1.2862 -0.1491
C -1.6790 0.8429 -0.2957
C -1.9195 -0.6549 -0.4300
C -1.0800 -1.4114 0.5831
C 0.4019 -1.0535 0.5862
N 0.5689 0.3804 0.6453
O 1.8480 0.7991 0.9720
C 1.0166 -1.7841 -0.6478
C 1.0450 -1.6505 1.8327
C -0.2094 2.6726 0.4951
H 0.3405 0.5304 -2.1410
H 1.3813 1.7853 -1.4457
H -0.2051 2.1903 -2.1907
H -2.1142 1.2629 -1.2089
H -2.2655 1.2222 0.5449
H -1.7722 -1.0558 -1.4369
H -2.9485 -0.9048 -0.1515
H -1.2147 -2.4943 0.4918
H -1.4765 -1.1781 1.5807
H 2.1047 -1.7949 -0.7147
H 0.6537 -1.4057 -1.6087
H 0.7056 -2.8335 -0.6411
H 0.7612 -2.7038 1.9152
H 0.7025 -1.0794 2.6937
H 2.1272 -1.5619 1.7698
H -1.1031 3.2260 0.1863
H 0.6827 3.2347 0.2314
H -0.2942 2.5762 1.5785
*
```

Here are the Mulliken charges for atoms 1 to 5, given in e: 0.978 -1.383 1.603 -1.203 -0.688

***

# 4
Molecular formula: C9H18N2O
Method: DFT, wB97M-V/def2-TZVPD

The value obtained for the LUMO energy is 0.67 eV. The calculation puts the gap between HOMO and LUMO at 9.3 eV. Its SMILES is CC(C)(C)C1CCN(N=O)CC1. As for the energy relative to the best compared isomer or geometry (same formula, charge and spin): 160.9 kcal per mole.

ORCA input file:
```
! wB97M-V def2-TZVPD RIJCOSX def2/J DEFGRID3
* xyz 0 1
C -2.9021 -0.2486 1.2252
C -2.2936 0.2110 -0.1785
C -2.7122 -0.6954 -1.0954
C -2.4501 1.5836 -0.6045
C -0.5995 0.1553 -0.1199
C 0.5624 1.3433 0.6927
C 1.8424 0.4216 1.2671
N 2.1236 -0.4950 0.1222
N 2.9041 -0.1521 -0.7905
O 3.3409 0.9353 -0.7364
C 1.3065 -1.6416 -0.0664
C -0.1380 -1.2936 0.2687
H -2.3335 0.1506 2.0453
H -2.8900 -1.3897 1.4145
H -3.9730 -0.1614 1.1240
H -2.3418 -0.7359 -2.0829
H -2.5746 -1.8001 -0.5767
H -3.9228 -0.7887 -1.5459
H -1.8052 1.8091 -1.5141
H -3.4920 1.6330 -0.8385
H -2.0823 2.3043 0.1448
H 0.1199 0.1914 -1.0588
H 1.1402 2.0156 -0.1513
H 0.1181 2.0988 1.4828
H 2.6516 1.0076 1.3327
H 1.4215 -0.2953 2.0782
H 1.6024 -2.1200 -1.1291
H 1.8332 -2.3136 0.6927
H -0.4083 -1.6472 1.2570
H -0.6792 -1.9249 -0.4385
*
```

Here are the natural (NBO) charges for atoms 1 to 5, given in e: -0.615 -0.102 -0.605 -0.602 -0.178

***

# 5
Molecular formula: C9H18N3O3
Method: DFT, wB97M-V/def2-TZVPD

The value obtained for the LUMO energy is -2.95 eV. The calculation puts the gap between HOMO and LUMO at 9.7 eV. As for the energy relative to the best compared isomer or geometry (same formula, charge and spin): 84.3 kcal per mole.

ORCA input file:
```
! wB97M-V def2-TZVPD RIJCOSX def2/J DEFGRID3
* xyz 1 1
C 2.4157 0.8098 -0.0229
C 1.1378 1.0613 -0.2881
C 3.4195 1.8664 0.1713
C -2.3072 1.4726 1.6168
C -1.0238 0.6417 1.7382
C -2.1073 1.3931 0.0982
C -0.4130 0.2105 -2.0103
C 0.0178 0.0875 -0.5326
C 0.3473 -1.4039 -0.3198
N -1.1465 0.3025 0.3139
N 1.9138 -2.3488 1.5259
N 1.3985 -2.0257 -0.9794
O 4.5770 1.6312 0.3828
O -0.7283 -2.1647 -0.2240
O 0.9450 -1.3863 1.3886
H 2.8197 -0.1883 0.0597
H 0.8188 2.0952 -0.3586
H 3.0304 2.8968 0.1012
H -3.1887 0.9379 1.9570
H -2.2867 2.4646 2.0549
H -0.1384 1.2361 1.9741
H -1.0492 -0.2309 2.3890
H -2.9642 1.0960 -0.5077
H -1.6692 2.3075 -0.3120
H -1.2118 -0.4972 -2.2309
H 0.4269 0.0277 -2.6785
H -0.7827 1.2164 -2.2024
H 2.7255 -1.9585 2.0290
H 1.5441 -3.1741 2.0284
H 2.1534 -2.5860 0.4956
H 1.1180 -2.8825 -1.4438
H 1.9551 -1.4217 -1.5691
H -1.4468 -1.5872 0.1385
*
```

Here are the natural (NBO) charges for atoms 1 to 5, given in e: -0.287 -0.121 0.394 -0.416 -0.205

***

# 6
Molecular formula: C9H18N3PS
Method: DFT, wB97M-V/def2-TZVPD

The value obtained for the LUMO energy is 0.64 eV. The calculation puts the gap between HOMO and LUMO at 9.4 eV. Its SMILES is CC(C)(C)P(S)n1ccnc1.C=NC. As for the energy relative to the best compared isomer or geometry (same formula, charge and spin): 26.1 kcal per mole.

ORCA input file:
```
! wB97M-V def2-TZVPD RIJCOSX def2/J DEFGRID3
* xyz 0 1
C -2.5973 -0.7680 -0.5812
C -1.1734 -0.8852 -0.0321
C -0.3499 -1.9545 -0.7469
C -1.1116 -1.1151 1.4389
P -0.2987 0.7412 -0.6455
S 1.0509 1.0968 0.9944
N -1.5257 1.9179 -0.2140
C -1.6812 2.5061 0.9942
C -2.4103 3.6092 0.7921
N -2.6607 3.7696 -0.5351
C -2.1304 2.7625 -1.1221
H -2.7821 -0.2272 -1.4756
H -2.8924 -1.7890 -0.6578
H -3.2270 -0.4579 0.1909
H -0.7554 -3.0215 -0.5170
H 0.6649 -1.9412 -0.3749
H -0.2346 -1.8345 -1.8983
H -0.2380 -0.5082 1.7902
H -2.0193 -0.6958 1.9284
H -0.9692 -2.1082 1.7707
H 2.0284 1.1657 0.0267
H -1.4990 1.9571 1.9524
H -2.6966 4.3290 1.4226
H -1.9128 2.7603 -2.1778
C 4.6804 -1.3263 -1.2896
N 4.0826 -0.7784 -0.3306
C 3.4349 -1.6931 0.6030
H 5.2242 -0.6714 -1.8502
H 5.0226 -2.4192 -1.3684
H 2.3653 -1.5098 0.5990
H 3.5565 -2.7672 0.4762
H 3.6461 -1.4970 1.6901
*
```

Here are the natural (NBO) charges for atoms 1 to 5, given in e: -0.624 -0.293 -0.630 -0.640 0.895

***

# 7
Molecular formula: C9H18N4O3SW
Method: DFT, wB97M-V/def2-TZVPD

The value obtained for the LUMO energy is -16.91 eV. The calculation puts the gap between HOMO and LUMO at 6.0 eV. As for the energy relative to the best compared isomer or geometry (same formula, charge and spin): 30.1 kcal per mole.

ORCA input file:
```
! wB97M-V def2-TZVPD RIJCOSX def2/J DEFGRID3
* xyz 4 1
W -1.0339 0.7605 -1.1540
N -0.6348 0.9560 -3.3685
C -0.8339 2.3263 -4.0465
C -2.0155 2.9898 -3.4562
O 0.1263 1.8998 -0.8725
N -2.9997 3.2363 -2.9316
C -3.9547 2.9914 -1.8311
C -3.2133 1.7802 -1.2527
O -2.4951 1.8012 -0.1887
O -2.9285 0.8056 -2.0311
H 0.3409 0.7065 -3.5776
H -1.2049 0.2720 -3.8830
H -1.0097 2.1907 -5.1215
H 0.0570 2.9461 -3.9093
H -4.9394 2.7450 -2.2430
H -3.9987 3.8542 -1.1627
C 3.7592 -2.8004 1.6504
C 3.5551 -1.4608 0.9639
N 2.2121 -1.3699 0.2624
C 1.1009 -1.1542 0.9150
S -0.4563 -1.1482 -0.1427
N 0.9319 -1.0171 2.1891
C -0.2798 -0.7058 3.0092
C -0.4990 -1.7899 4.0463
H 4.7435 -2.7922 2.1203
H 3.7409 -3.6236 0.9375
H 3.0296 -3.0054 2.4372
H 4.2864 -1.2922 0.1759
H 3.6048 -0.6035 1.6385
H 2.1792 -1.7435 -0.6781
H 1.7546 -1.2564 2.7487
H -1.1265 -0.6146 2.3227
H -0.1026 0.2694 3.4648
H -0.6819 -2.7626 3.5905
H -1.3653 -1.5241 4.6519
H 0.3509 -1.8667 4.7265
*
```

Here are the natural (NBO) charges for atoms 1 to 5, given in e: 1.934 -0.811 -0.349 0.672 -0.374

***

# 8
Molecular formula: C9H18NP
Method: DFT, wB97M-V/def2-TZVPD

The value obtained for the LUMO energy is 0.64 eV. The calculation puts the gap between HOMO and LUMO at 6.9 eV. As for the energy relative to the best compared isomer or geometry (same formula, charge and spin): 96.4 kcal per mole.

ORCA input file:
```
! wB97M-V def2-TZVPD RIJCOSX def2/J DEFGRID3
* xyz 0 1
C 4.6115 0.9669 1.7256
C 4.8040 0.9378 0.5431
C -3.1044 0.2328 -0.3215
C 0.2779 2.8606 -0.7383
C 0.2501 -3.2671 0.6261
C -0.7057 -1.9663 -1.4130
C -1.8680 1.0003 0.0585
C 0.2155 1.9966 0.5424
C -0.6232 -2.1337 0.1710
N -0.6181 0.7510 0.2926
P 0.3485 -0.5710 0.8327
H 4.4301 0.6530 2.7929
H -3.0818 -0.7720 -0.6851
H -3.7117 0.1058 0.5954
H -3.6539 0.7814 -1.0029
H 1.2627 3.2354 -1.0207
H -0.0717 2.1351 -1.5133
H -0.5035 3.6122 -0.8494
H 1.2392 -2.9531 0.2616
H 0.4333 -3.2617 1.7002
H -0.0427 -4.2340 0.2394
H -1.5372 -1.2359 -1.6059
H -0.7026 -2.9134 -1.8802
H 0.1735 -1.4928 -1.8575
H -2.1726 2.0396 0.0077
H 4.9527 1.3905 -0.3963
H 1.2729 1.5682 0.7970
H -0.3402 2.4985 1.4273
H -1.5345 -1.9647 0.6705
*
```

Here are the natural (NBO) charges for atoms 1 to 5, given in e: -0.235 -0.243 -0.662 -0.650 -0.634

***

no.,calculated total energy (a.u.)
1,-2437.95052
2,-5719.79637
3,-503.75202
4,-538.18825
5,-743.37200
6,-1257.46355
7,-1262.01706
8,-749.61064